No. 1
A molecular structure, C20H21BrGaN5O2S2. Source: the OMol25 dataset; level of theory: ωB97M-V with the def2-TZVPD basis set.

Last column: Löwdin charge in e.
Positions of all 52 atoms, in Å:
Ga1 0.500 0.665 0.067  0.146
C1 0.853 4.391 2.175  0.019
C2 0.549 3.030 1.663  -0.205
N1 1.018 2.534 0.584  -0.055
N2 1.939 3.180 -0.191  0.058
C3 2.734 2.322 -0.782  -0.770
N3 3.688 2.806 -1.590  0.119
S1 2.676 0.555 -0.622  0.788
C4 -0.279 2.050 2.424  -0.193
C5 -0.939 2.366 3.591  0.036
C6 -1.620 1.362 4.271  0.012
C7 -1.611 0.072 3.771  0.002
C8 -0.941 -0.176 2.586  -0.071
N4 -0.296 0.793 1.931  0.043
H1 1.714 4.797 1.653  0.086
H2 0.000 5.051 1.994  0.114
H3 1.047 4.377 3.247  0.099
H4 3.831 3.803 -1.619  0.125
H5 4.418 2.205 -1.931  0.104
H6 -0.922 3.378 3.970  0.130
H7 -2.144 1.590 5.190  0.133
H8 -2.114 -0.735 4.284  0.127
H9 -0.909 -1.158 2.139  0.114
O1 -2.325 2.160 -5.249  0.146
C9 -1.662 1.857 -4.141  -0.280
C10 -0.291 1.600 -4.087  0.047
C11 0.274 1.302 -2.873  -0.096
N5 -0.423 1.239 -1.721  -0.019
C12 -1.743 1.494 -1.801  -0.673
Br1 -2.728 1.441 -0.200  0.934
C13 -2.405 1.798 -2.960  -0.007
H10 -1.747 2.207 -6.023  0.144
H11 0.327 1.643 -4.973  0.137
H12 1.333 1.098 -2.792  0.084
H13 -3.465 2.002 -2.972  0.134
C14 -0.701 -2.627 -2.135  -0.184
S2 0.534 -2.268 -0.904  1.040
O2 -0.146 -1.141 -0.069  -0.526
C15 0.453 -3.688 0.122  -0.410
C16 1.624 -4.423 0.256  -0.063
C17 1.596 -5.573 1.035  -0.039
C18 0.420 -5.952 1.666  -0.032
C19 -0.741 -5.194 1.528  -0.042
C20 -0.737 -4.054 0.747  -0.072
H14 -1.660 -2.735 -1.631  0.074
H15 -0.413 -3.556 -2.626  0.086
H16 -0.715 -1.806 -2.850  0.058
H17 2.538 -4.105 -0.229  0.118
H18 2.493 -6.165 1.153  0.123
H19 0.404 -6.847 2.273  0.123
H20 -1.651 -5.503 2.026  0.121
H21 -1.635 -3.461 0.625  0.116

Forces on atoms 1 to 2 (eV/Å):
0.302 0.052 -0.399
-0.024 -0.019 -0.002

Results
max |F| = 0.5 eV/Å
total charge = +2
energy above the lowest of the compared OMol25 structures with the same formula, charge and spin = 0.000 eV
HOMO energy = -0.5242 Eh

***

No. 2
2 unconnected molecules or ions with the total composition C19H35N5O3P in a non-equilibrium geometry. Source: the OMol25 dataset; level of theory: ωB97M-V with the def2-TZVPD basis set.

Last column: Löwdin charge in e.
Positions of all 63 atoms, in Å:
C1 0.716 3.266 5.544  0.034
C2 -0.055 2.869 4.512  -0.103
C3 0.272 1.609 3.651  -0.348
C4 -0.709 0.530 4.158  -0.193
N1 -1.359 -0.311 4.521  0.217
C5 1.719 1.075 3.867  -0.092
C6 1.893 0.061 5.042  -0.340
O1 3.250 0.231 5.521  -0.062
C7 1.829 -1.429 4.533  -0.192
N2 3.129 -1.698 3.845  -0.002
C8 -0.120 1.860 2.160  -0.498
C9 -0.050 0.536 1.385  -0.228
N3 0.045 -0.377 0.748  0.213
O2 -1.541 2.225 2.190  -0.152
N4 -2.336 1.393 1.386  -0.026
O3 -3.346 1.203 1.934  0.112
P1 0.759 3.291 1.274  0.991
C10 2.230 3.921 2.220  -0.284
C11 1.532 2.484 -0.236  -0.292
H1 0.947 4.340 5.631  0.082
H2 1.045 2.532 6.298  0.080
H3 -0.957 3.461 4.277  0.128
H4 2.064 0.620 2.911  0.118
H5 2.432 1.899 4.055  0.109
H6 1.244 0.246 5.917  0.140
H7 3.192 1.018 6.085  0.089
H8 1.053 -1.525 3.742  0.097
H9 1.672 -2.131 5.365  0.122
H10 3.107 -1.256 2.926  0.054
H11 3.140 -2.699 3.647  0.070
H12 2.016 4.235 3.251  0.025
H13 2.698 4.771 1.683  0.052
H14 2.996 3.113 2.257  0.042
H15 2.303 3.158 -0.660  0.048
H16 2.087 1.561 0.052  0.039
H17 0.769 2.186 -0.973  0.021
C12 0.473 0.033 -3.478  -0.082
C13 -0.559 -0.708 -2.623  -0.223
C14 -0.778 -2.157 -3.037  -0.087
N5 -1.921 -2.475 -4.030  -0.219
C15 -2.864 -3.426 -3.333  0.010
C16 -2.745 -1.307 -4.567  -0.094
C17 -2.130 -0.960 -5.902  -0.142
C18 -1.835 -2.329 -6.487  -0.142
C19 -1.367 -3.163 -5.300  -0.072
H18 0.389 -0.193 -4.541  0.055
H19 0.372 1.111 -3.348  0.075
H20 1.484 -0.239 -3.169  0.086
H21 -1.483 -0.139 -2.537  0.102
H22 -0.161 -0.724 -1.605  0.071
H23 -1.004 -2.725 -2.134  0.125
H24 0.142 -2.583 -3.431  0.127
H25 -3.301 -2.905 -2.483  0.120
H26 -2.296 -4.295 -3.006  0.113
H27 -3.637 -3.731 -4.035  0.110
H28 -3.760 -1.673 -4.725  0.136
H29 -2.799 -0.493 -3.853  0.121
H30 -1.215 -0.381 -5.784  0.102
H31 -2.807 -0.380 -6.528  0.133
H32 -1.090 -2.291 -7.280  0.128
H33 -2.742 -2.763 -6.914  0.125
H34 -0.282 -3.190 -5.246  0.126
H35 -1.748 -4.182 -5.343  0.130

Forces on atoms 1 to 2 (eV/Å):
-0.426 -0.114 -0.182
0.445 0.139 -0.312

Results
max |F| = 5.7 eV/Å
total charge = +1
HOMO energy = -0.4006 Eh

***

No. 3
2 unconnected molecules or ions with the total composition C11H14N2O in a non-equilibrium geometry. Source: the OMol25 dataset; level of theory: ωB97M-V with the def2-TZVPD basis set.

Last column: Löwdin charge in e.
Positions of all 28 atoms, in Å:
C1 1.226 0.808 2.169  -0.041
C2 1.301 0.763 0.666  -0.234
C3 2.444 0.604 -0.051  -0.052
N1 2.145 0.803 -1.402  0.066
C4 0.820 1.090 -1.538  -0.230
C5 0.070 1.348 -2.682  -0.025
C6 -1.268 1.644 -2.492  -0.099
C7 -1.833 1.719 -1.207  -0.093
C8 -1.115 1.336 -0.094  -0.026
C9 0.245 1.070 -0.251  -0.153
H1 1.976 1.514 2.520  0.076
H2 1.376 -0.165 2.631  0.055
H3 0.305 1.284 2.512  0.078
H4 3.351 0.048 0.130  0.120
H5 2.858 0.901 -2.102  0.147
H6 0.436 1.228 -3.694  0.105
H7 -1.909 1.749 -3.359  0.098
H8 -2.863 2.042 -1.153  0.098
H9 -1.633 1.237 0.840  0.106
C10 -1.120 -2.417 -0.116  -0.009
C11 -1.306 -2.127 1.352  -0.599
N2 -0.265 -2.475 2.170  0.148
O1 -2.322 -1.597 1.744  0.045
H10 -1.034 -3.475 -0.361  0.081
H11 -0.246 -1.869 -0.475  0.074
H12 -1.997 -1.985 -0.582  0.080
H13 -0.033 -1.908 2.965  0.088
H14 0.390 -3.168 1.860  0.095

Forces on atoms 1 to 2 (eV/Å):
-0.061 0.499 -0.236
0.102 0.083 0.997

Results
max |F| = 1.6 eV/Å
total charge = 0
energy above the lowest of the compared OMol25 structures with the same formula, charge and spin = 0.729 eV
HOMO energy = -0.2904 Eh
SMILES = Cc1c[nH]c2ccccc12.CC(N)=O

***

No. 4
8 unconnected molecules or ions with the total composition C29H61N3O13 in a non-equilibrium geometry. Source: the OMol25 dataset; level of theory: ωB97M-V with the def2-TZVPD basis set.

Last column: Löwdin charge in e.
Positions of all 106 atoms, in Å:
C1 -9.509 3.119 22.249  -0.063
C2 -8.200 3.669 22.725  -0.195
O1 -7.062 2.799 22.315  -0.006
C3 -5.946 3.079 22.976  -0.563
C4 -4.801 2.171 22.657  0.025
O2 -5.889 3.957 23.825  0.057
H1 -10.336 3.626 22.729  0.076
H2 -9.599 2.042 22.474  0.089
H3 -9.544 3.280 21.171  0.061
H4 -8.035 4.679 22.278  0.123
H5 -8.229 3.853 23.793  0.107
H6 -3.935 2.768 23.025  0.104
H7 -4.731 2.068 21.567  0.064
H8 -4.810 1.226 23.177  0.085
C5 -7.478 0.276 20.136  -0.049
C6 -8.012 0.735 18.779  -0.235
O3 -8.626 1.984 18.823  -0.029
C7 -9.505 2.307 17.864  -0.556
C8 -10.004 3.710 18.047  0.015
O4 -9.821 1.588 16.971  0.125
H9 -6.767 1.024 20.433  0.046
H10 -6.970 -0.697 20.030  0.087
H11 -8.286 0.167 20.871  0.081
H12 -7.133 0.814 18.143  0.129
H13 -8.755 0.037 18.458  0.114
H14 -10.134 4.121 17.071  0.074
H15 -9.300 4.332 18.619  0.071
H16 -11.026 3.738 18.513  0.110
C9 -3.161 1.998 18.573  -0.084
C10 -1.650 1.835 18.679  -0.181
O5 -0.872 2.976 19.115  0.009
C11 -0.908 4.084 18.470  -0.563
C12 -0.190 5.262 19.212  0.044
O6 -1.512 4.241 17.411  0.051
H17 -3.790 1.093 18.763  0.083
H18 -3.543 2.308 17.582  0.079
H19 -3.546 2.769 19.298  0.066
H20 -1.408 1.028 19.474  0.151
H21 -1.295 1.540 17.734  0.097
H22 -0.775 5.413 20.144  0.088
H23 -0.478 6.122 18.548  0.071
H24 0.866 4.953 19.309  0.091
C13 -5.917 7.492 21.772  -0.060
C14 -4.955 6.621 22.568  -0.197
O7 -3.682 7.199 22.931  0.001
C15 -2.856 7.762 22.088  -0.588
C16 -1.766 8.382 22.889  0.025
O8 -2.951 7.831 20.904  0.103
H25 -6.168 8.433 22.356  0.085
H26 -6.783 6.798 21.684  0.075
H27 -5.535 7.776 20.790  0.063
H28 -5.325 6.506 23.603  0.109
H29 -4.797 5.636 22.080  0.115
H30 -1.623 7.919 23.874  0.097
H31 -2.165 9.316 23.166  0.077
H32 -0.838 8.467 22.401  0.070
C17 -9.479 7.886 24.282  -0.065
C18 -8.317 7.152 24.917  -0.228
O9 -7.854 7.897 26.049  -0.012
C19 -6.868 8.808 25.788  -0.486
C20 -6.412 9.668 26.958  0.023
O10 -6.438 9.037 24.667  0.067
H33 -9.115 8.771 23.727  0.083
H34 -10.339 8.096 24.947  0.086
H35 -9.879 7.325 23.402  0.081
H36 -8.565 6.183 25.323  0.115
H37 -7.510 6.938 24.207  0.097
H38 -5.491 10.198 26.706  0.089
H39 -6.370 9.112 27.863  0.065
H40 -7.260 10.388 27.117  0.108
C21 -1.724 8.552 17.610  -0.034
N1 -2.043 9.389 16.448  -0.192
C22 -1.922 10.811 16.536  -0.063
C23 -2.402 8.963 15.259  -0.369
O11 -2.382 9.660 14.253  -0.008
H41 -2.032 7.488 17.284  0.093
H42 -2.294 8.824 18.515  0.085
H43 -0.673 8.501 17.775  0.073
H44 -1.071 11.210 15.900  0.114
H45 -2.861 11.327 16.233  0.077
H46 -1.825 11.085 17.613  0.097
H47 -2.665 7.902 15.225  0.136
C24 -5.171 11.366 13.147  -0.018
N2 -5.779 10.654 14.289  -0.209
C25 -5.955 11.408 15.491  -0.053
C26 -6.018 9.346 14.351  -0.326
O12 -6.543 8.755 15.324  -0.044
H48 -5.117 10.662 12.372  0.064
H49 -4.102 11.604 13.512  0.108
H50 -5.694 12.320 13.066  0.088
H51 -6.662 12.213 15.261  0.093
H52 -6.470 10.826 16.297  0.108
H53 -5.034 11.835 15.745  0.052
H54 -5.754 8.926 13.351  0.140
C27 -4.172 5.790 18.263  -0.037
N3 -5.577 5.404 18.190  -0.165
C28 -6.284 5.793 16.957  -0.018
C29 -5.985 4.445 19.023  -0.322
O13 -5.381 3.999 19.996  -0.027
H55 -3.718 5.269 17.392  0.089
H56 -3.798 5.364 19.212  0.090
H57 -3.959 6.850 18.137  0.072
H58 -7.247 5.309 17.037  0.073
H59 -6.449 6.874 16.949  0.072
H60 -5.680 5.598 16.067  0.095
H61 -7.005 4.084 18.789  0.120

Forces on atoms 1 to 2 (eV/Å):
0.398 -0.843 -0.646
0.635 0.865 -0.368

Results
max |F| = 4.1 eV/Å
total charge = 0
energy above the lowest of the compared OMol25 structures with the same formula, charge and spin = 2.434 eV
HOMO energy = -0.3356 Eh
SMILES = CCOC(C)=O.CCOC(C)=O.CCOC(C)=O.CCOC(C)=O.CCOC(C)=O.CN(C)C=O.CN(C)C=O.CN(C)C=O

***

| no. | LUMO (eV) |
| --- | --- |
| 1 | -6.28 |
| 2 | -2.28 |
| 3 | 0.75 |
| 4 | 0.61 |